This record from the OMol25 dataset describes a cluster of 2 separate species, C4H13NO in total. The level of theory is the ωB97M-V functional and the def2-TZVPD basis.

Geometry as XYZ:
```
19
Properties=species:S:1:pos:R:3:mulliken_charge:R:1
C 0.077 -0.332 1.164 -0.65
H -0.391 0.477 1.725 0.39
H 2.117 -0.132 0.498 0.36
O 0.500 -1.219 -2.597 -0.63
H 1.316 2.076 1.797 0.21
H -0.565 -1.611 -0.339 0.32
H 1.045 0.524 -0.651 0.05
C -1.887 0.278 -0.337 -1.15
H 1.038 -0.611 -2.096 0.35
H 0.835 -2.109 -2.481 0.30
H 2.189 2.135 0.450 0.25
C 1.172 0.443 0.430 -0.25
N 1.259 1.876 0.799 -0.72
H -1.733 -1.347 1.036 0.32
H -2.121 0.992 0.456 0.33
H -1.384 0.734 -1.179 0.29
H 0.497 -1.171 1.712 0.31
H -2.854 -0.108 -0.650 0.37
C -1.110 -0.895 0.264 -0.44
```

## Properties
SMILES: CCCCN.O
Orbital gap (eV): 10.315
E_HOMO (eV): -9.46
Total charge: 0

This record from the OMol25 dataset describes a cluster of 2 separate species, C4H13NO in total. The level of theory is the ωB97M-V functional and the def2-TZVPD basis.

Geometry as XYZ:
```
19
Properties=species:S:1:pos:R:3:mulliken_charge:R:1
C 0.221 -0.230 -0.732 0.66
H -0.387 2.367 1.166 0.33
H -1.033 -2.695 0.201 0.29
N 0.629 1.082 -0.233 -0.57
H 1.422 0.998 0.378 0.24
H 1.734 -1.666 0.312 0.36
H -1.312 0.754 -1.638 0.38
C -0.015 -2.672 -0.193 -1.20
H -1.474 -0.970 -1.959 0.39
H -0.712 3.634 1.991 0.30
H -1.985 -0.295 -0.401 0.28
H -0.098 -2.826 -1.263 0.30
H 0.379 -1.015 1.195 0.35
O -0.151 2.885 1.938 -0.66
C -1.218 -0.240 -1.191 -1.48
H 0.830 1.703 -1.000 0.22
H 0.415 -3.550 0.298 0.37
C 0.703 -1.335 0.191 -0.65
H 0.790 -0.441 -1.671 0.10
```

## Properties
SMILES: CC[C@@H](C)N.O
Orbital gap (eV): 10.527
E_HOMO (eV): -9.51
Total charge: 0

This record from the OMol25 dataset describes a cluster of 2 separate species, C4H13NO in total. The level of theory is the ωB97M-V functional and the def2-TZVPD basis.

Geometry as XYZ:
```
19
Properties=species:S:1:pos:R:3:mulliken_charge:R:1
H -2.231 -0.891 0.307 0.33
N -0.186 0.465 0.366 0.02
H -0.344 0.015 -0.538 0.23
H 0.522 -2.514 -2.093 0.30
O -0.018 -1.730 -1.908 -0.61
H 0.292 -1.119 1.540 0.33
H -0.462 0.226 2.381 0.42
H 1.845 0.156 0.120 0.34
H 1.430 1.607 1.074 0.39
H -1.794 -2.118 1.593 0.31
C 1.228 1.890 -1.054 -1.13
H -2.578 -0.608 1.999 0.33
H -0.204 -1.365 -2.780 0.32
C -1.873 -1.072 1.312 -1.03
C -0.508 -0.374 1.470 -0.28
H 2.258 2.176 -1.236 0.36
H 0.723 2.827 -0.844 0.34
C 1.160 1.011 0.196 -0.33
H 0.739 1.419 -1.903 0.36
```

## Properties
Expectation value of S²: 0.7541
2S+1: 2
Orbital gap (spin up / spin down) (eV): 13.134 / 8.280
E_HOMO (spin up / spin down) (eV): -15.93 / -15.93
Total charge: +1

This record from the OMol25 dataset describes a cluster of 2 separate species, C4H13NO2 in total. The level of theory is the ωB97M-V functional and the def2-TZVPD basis.

Geometry as XYZ:
```
20
Properties=species:S:1:pos:R:3:mulliken_charge:R:1
C -0.414 1.837 -0.958 -1.45
H 0.011 -1.115 2.248 0.29
H 0.148 1.121 0.938 0.20
H -1.987 0.203 0.264 0.27
C 1.296 -0.052 -0.454 -0.83
N -1.132 -0.348 0.209 -0.29
H -1.723 -1.011 -1.768 0.29
H 1.274 -1.134 -0.330 0.26
H 0.989 -1.121 3.344 0.29
C -0.080 0.627 -0.047 0.42
O 0.970 -1.054 2.379 -0.60
H -2.004 -2.177 -0.311 0.34
H 1.472 0.033 -1.518 0.48
O 2.317 0.646 0.223 -0.52
C -1.418 -1.395 -0.797 -0.88
H -0.837 1.598 -1.955 0.31
H 0.489 2.247 -1.380 0.40
H -0.466 -1.943 -0.910 0.29
H -1.038 2.485 -0.338 0.38
H 2.131 0.551 1.160 0.34
```

## Properties
SMILES: CN[C@H](C)CO.O
Orbital gap (eV): 9.814
E_HOMO (eV): -9.05
Total charge: 0

This record from the OMol25 dataset describes a cluster of 2 separate species, C4H13NO2 in total. The level of theory is the ωB97M-V functional and the def2-TZVPD basis.

Geometry as XYZ:
```
20
Properties=species:S:1:pos:R:3:mulliken_charge:R:1
H 2.347 -1.550 -0.711 0.35
H -0.194 1.709 -1.686 0.35
H -0.431 -1.162 2.744 0.40
H -2.680 -0.071 -0.986 0.29
C -1.716 -0.011 -1.483 -1.32
H 1.142 0.213 -0.799 0.00
O 3.159 -1.538 -1.229 -0.66
H 3.055 -1.119 -2.078 0.30
H -1.310 1.875 -0.477 0.28
C 0.377 0.577 -0.099 -0.41
H -2.009 0.154 -2.509 0.34
H 1.180 -0.504 2.467 0.25
C -0.771 1.086 -1.018 -0.23
H 0.826 1.439 0.388 0.35
H -0.722 -1.037 0.442 0.23
C 0.123 -0.402 2.201 -0.53
N 0.107 -0.562 0.767 -0.16
H -1.139 0.919 2.952 0.29
O -0.228 0.910 2.643 -0.52
H -1.119 -0.923 -1.529 0.40
```

## Properties
SMILES: CCCNCO.O
Orbital gap (eV): 9.681
E_HOMO (eV): -8.95
Total charge: 0

This record from the OMol25 dataset describes a structure of composition C4H13NO2. The level of theory is the ωB97M-V functional and the def2-TZVPD basis.

Geometry as XYZ:
```
20
Properties=species:S:1:pos:R:3:mulliken_charge:R:1
H 0.300 0.295 -2.492 0.38
H -1.026 0.718 0.421 0.30
C -0.029 -0.860 -0.588 -0.63
H 1.857 0.003 1.277 0.37
C 0.008 0.407 0.160 0.14
H -0.345 3.167 -1.701 0.20
O -0.144 2.200 -1.753 -0.74
H 0.269 0.065 2.340 0.06
H 0.892 -1.462 -0.420 0.36
H 0.396 1.156 -0.611 0.21
C -0.135 -0.719 -2.191 -0.59
H -1.547 -0.664 2.815 0.18
H -0.710 -0.593 4.232 0.16
C 0.816 0.469 1.420 -0.60
H 1.039 -1.283 -2.501 0.35
O 0.121 -2.105 -2.836 -0.52
H -0.874 -1.510 -0.238 0.18
H -1.241 -0.465 -2.302 0.35
N -0.709 -0.327 3.274 -0.57
H 1.063 1.509 1.692 0.40
```

## Properties
Orbital gap (eV): 4.595
E_HOMO (eV): -8.87
Total charge: 0

This record from the OMol25 dataset describes a cluster of 3 separate species, C4H13NO2 in total. The level of theory is the ωB97M-V functional and the def2-TZVPD basis.

Geometry as XYZ:
```
20
Properties=species:S:1:pos:R:3:mulliken_charge:R:1
H 0.942 -1.178 0.888 0.48
O 1.146 5.754 3.213 -0.64
C -0.956 0.739 1.366 -1.23
H 1.434 -3.385 0.164 0.24
C 0.274 -1.001 0.030 -0.62
H 1.154 -3.751 -1.593 0.24
H 0.198 -1.760 -3.778 0.31
H 0.743 -0.141 -0.452 0.27
H -1.883 -0.529 -0.183 0.36
H -1.953 1.069 1.695 0.34
C -1.078 -0.530 0.552 -0.36
H 0.592 6.475 3.531 0.32
C 0.958 -3.056 -0.771 -0.34
H 1.725 6.206 2.582 0.32
H -0.451 0.645 2.326 0.32
N 0.162 -2.095 -0.906 -0.29
H -1.458 -1.314 1.214 0.24
H -0.740 -0.918 -2.964 0.33
O -0.685 -1.369 -3.815 -0.65
H -0.605 1.612 0.813 0.36
```

## Properties
SMILES: C=NCCC.O.O
Orbital gap (eV): 10.619
E_HOMO (eV): -9.72
Total charge: 0

This record from the OMol25 dataset describes a cluster of 3 separate species, C4H13NO2 in total. The level of theory is the ωB97M-V functional and the def2-TZVPD basis.

Geometry as XYZ:
```
20
Properties=species:S:1:pos:R:3:mulliken_charge:R:1
H 1.394 2.301 0.236 0.29
C 0.439 2.696 -0.137 -1.28
H -1.763 2.230 0.034 0.33
H -2.070 -2.423 0.603 0.17
H 1.513 -3.057 -1.704 0.29
H 0.234 0.267 -0.971 0.40
O 1.025 -2.231 -1.641 -0.64
H 2.424 -1.056 1.361 0.30
C -1.353 -0.502 0.311 -0.88
H 0.581 2.691 -1.218 0.32
N -1.395 -1.887 0.103 -0.35
O 1.685 -1.349 0.820 -0.68
H -2.103 -0.178 1.030 0.26
H -1.045 -2.145 -0.799 0.25
H 0.790 -1.199 1.159 0.36
H -0.784 1.709 1.345 0.26
C -0.765 1.857 0.262 -0.32
H 0.463 3.698 0.298 0.36
H 1.320 -1.827 -0.807 0.39
C -0.588 0.405 -0.286 0.15
```

## Properties
SMILES: CC/C=C/N.O.O
Orbital gap (eV): 8.562
E_HOMO (eV): -7.83
Total charge: 0

This record from the OMol25 dataset describes a cluster of 2 separate species, C4H13NO2 in total. The level of theory is the ωB97M-V functional and the def2-TZVPD basis.

Geometry as XYZ:
```
20
Properties=species:S:1:pos:R:3:mulliken_charge:R:1
H 0.873 0.664 -2.859 0.25
H 2.824 1.260 1.256 0.31
C 1.190 -0.812 0.228 -1.32
C 0.896 0.721 0.114 0.45
C -0.093 0.544 -2.238 -0.43
N 0.004 1.113 -0.966 -0.23
C 2.133 1.513 0.340 -1.19
H 1.640 -1.135 1.234 0.37
H 0.371 -1.612 0.337 0.31
H -0.859 0.934 -2.811 0.39
H 0.188 0.790 0.967 0.10
O -0.427 -0.936 -2.277 -0.53
H -0.101 2.117 -1.066 0.23
O -4.505 -2.047 3.435 -0.66
H 2.763 1.263 -0.467 0.34
H -5.065 -1.714 2.735 0.32
H -1.071 -1.118 -1.687 0.29
H 1.883 2.609 0.544 0.31
H 1.906 -1.148 -0.533 0.35
H -4.550 -3.006 3.715 0.33
```

## Properties
SMILES: CC(C)NCO.O
Orbital gap (eV): 9.543
E_HOMO (eV): -8.72
Total charge: 0

This record from the OMol25 dataset describes a cluster of 2 separate species, C4H13NO2 in total. The level of theory is the ωB97M-V functional and the def2-TZVPD basis.

Geometry as XYZ:
```
20
Properties=species:S:1:pos:R:3:mulliken_charge:R:1
H -1.305 1.552 -1.032 0.26
H -1.897 0.857 0.431 0.45
H 1.078 -2.519 1.956 0.29
C -1.329 -1.034 -1.753 -1.62
O -0.667 -1.280 0.531 -0.56
H -0.890 -2.004 -1.909 0.35
H -1.259 -0.481 -2.681 0.39
H -2.400 -1.123 -1.579 0.33
H 0.210 -1.376 0.914 0.37
O 1.824 -1.908 2.011 -0.66
C 0.152 1.871 0.411 -0.57
H 0.058 1.767 1.500 0.22
C -1.010 0.982 -0.140 -0.77
H 1.939 0.913 0.332 0.17
C -0.576 -0.379 -0.622 0.57
H 2.322 -2.247 2.765 0.31
H 0.482 -0.466 -0.864 0.35
N 1.415 1.578 -0.237 -0.57
H -0.140 2.890 0.170 0.42
H 1.992 2.407 -0.203 0.27
```

## Properties
SMILES: C[C@H](O)CCN.O
Orbital gap (eV): 9.998
E_HOMO (eV): -9.39
Total charge: 0

Max |F| (eV Å⁻¹)
3.1 3.1 3.1 2.4 2.5 7.2 1.7 2.0 6.0 3.2
Electronic energy (eV)
-7895.5881 -7896.1227 -7888.0919 -9942.8588 -9942.8406 -9931.8575 -9942.6711 -9943.1801 -9941.6522 -9943.2500